91
Properties=species:S:1:pos:R:3:forces:R:3:mulliken_charge:R:1 method="wB97M-V/def2-TZVPD" relative_energy_kcal_mol=76.5 mol_weight_da=793.52 spin_multiplicity=1 homo_lumo_gap_ev=9.435 total_energy_ev=-86680.6166
C -0.35957 -0.24999 -0.23998 -1.50 1.51 0.49 -0.379
N 0.17678 0.24183 1.01872 1.46 -0.54 2.49 1.097
O -0.46468 1.04131 1.70779 0.60 -0.56 -1.11 -0.473
O 1.23542 -0.25952 1.37823 -0.29 0.66 -0.04 -0.652
H -1.27930 0.32742 -0.14622 -0.54 -0.58 -1.34 -0.009
H -0.52276 -1.32168 -0.12615 0.27 0.18 -0.43 0.203
H 0.27996 0.14704 -1.02831 -0.11 -0.66 -0.16 0.161
C -1.24827 1.40935 4.86338 0.08 0.21 0.58 -0.795
N -2.58377 0.85274 4.61134 0.21 -2.46 -0.26 0.898
O -2.96069 0.01114 5.42668 -0.12 1.18 -0.86 -0.542
O -3.18732 1.19696 3.61700 -0.44 0.32 0.05 -0.461
H -0.74405 1.83701 3.99680 -0.68 0.05 0.10 0.212
H -0.63417 0.61626 5.28999 -0.26 0.23 0.21 0.323
H -1.60854 2.13324 5.59433 1.25 0.47 0.22 0.336
C 0.74572 -3.45779 1.64482 0.46 -0.44 -1.00 -0.858
N 0.03756 -3.08014 2.90126 1.42 0.01 1.13 0.900
O 0.54837 -3.50954 3.93777 -0.88 0.17 -0.87 -0.534
O -0.82055 -2.22145 2.85782 0.04 -0.53 -0.36 -0.438
H 1.40475 -4.32489 1.68855 -0.20 0.02 1.10 0.358
H 1.39948 -2.60953 1.44194 -0.36 0.10 -0.27 0.311
H 0.08972 -3.71722 0.81388 -0.47 0.77 0.25 0.279
C 1.64434 2.88948 -1.45991 1.74 0.63 0.14 -0.783
N 0.44822 2.98568 -2.31703 0.75 1.35 0.48 1.029
O 0.14239 2.05349 -2.96511 -0.68 -3.32 -1.09 -0.514
O -0.07431 4.05819 -2.47455 -0.42 1.69 0.73 -0.591
H 1.65309 2.22355 -0.59703 -0.85 -0.09 -0.25 0.220
H 1.94734 3.89085 -1.15404 -0.45 -0.08 0.08 0.335
H 2.43218 2.53899 -2.12666 -0.07 -0.22 -0.06 0.321
C -3.32636 3.75706 -2.48295 0.88 1.10 -0.41 -0.806
N -4.07835 2.59656 -2.02060 -1.32 -0.83 0.79 0.988
O -3.89059 2.29313 -0.87024 0.68 -0.13 1.46 -0.470
O -4.87368 1.97103 -2.69288 0.34 0.73 -1.24 -0.574
H -3.94113 4.61021 -2.76981 -0.49 -0.62 -0.49 0.335
H -2.65694 3.41836 -3.27368 -0.14 0.22 -0.04 0.302
H -2.75697 4.16058 -1.64564 0.13 -0.61 -0.06 0.227
C -2.76212 3.89171 1.87784 -0.37 0.35 0.60 -0.414
N -2.37830 4.69530 3.06779 2.35 -0.53 0.76 0.938
O -1.45185 4.27109 3.74879 -0.30 -0.15 -0.16 -0.539
O -2.92956 5.73536 3.30222 -0.94 0.46 -0.32 -0.573
H -2.01325 3.14552 1.61234 0.16 0.44 0.17 0.055
H -2.93827 4.68409 1.15037 -0.49 -0.69 -0.31 0.354
H -3.61227 3.34915 2.29132 -0.43 0.10 -0.79 0.207
C -3.63528 -0.96198 -4.68048 -0.52 0.37 -0.12 -0.918
N -3.10787 -1.38388 -3.38998 1.68 -0.29 0.30 0.990
O -3.09641 -2.57268 -3.16127 -0.10 -0.09 0.47 -0.558
O -2.63680 -0.51086 -2.67151 -0.47 -0.51 -0.13 -0.437
H -3.84703 -1.83359 -5.29979 -0.05 0.17 0.29 0.243
H -2.88537 -0.31465 -5.13511 -0.33 0.10 0.10 0.295
H -4.53419 -0.44803 -4.34002 -0.12 0.35 -0.81 0.378
C 1.20978 -4.28902 -2.83851 -0.87 0.64 -0.52 -0.777
N 1.90609 -2.95326 -2.63385 1.91 -1.97 -1.96 0.877
O 2.55142 -2.61336 -3.67122 -1.45 0.51 3.39 -0.478
O 1.96006 -2.54648 -1.48110 0.00 0.60 -1.66 -0.492
H 0.15625 -4.14892 -2.59655 0.14 -0.13 0.59 0.267
H 1.72214 -5.04616 -2.24495 -0.17 0.29 0.08 0.302
H 1.21110 -4.53005 -3.90153 0.49 0.14 0.17 0.293
C 5.79498 -0.02571 -4.83822 0.67 -0.01 -1.82 -0.597
N 5.03594 1.03250 -4.21662 -2.10 1.75 3.80 0.735
O 4.15702 0.59717 -3.38666 2.37 2.10 -2.54 -0.425
O 5.32084 2.25840 -4.41558 -1.03 -3.96 0.44 -0.499
H 5.14275 -0.87040 -5.06003 -0.08 0.31 0.02 0.225
H 6.63320 -0.40170 -4.25160 -0.21 0.51 0.39 0.267
H 6.16478 0.48645 -5.72650 0.28 -0.64 -0.22 0.297
C -4.18970 -0.42605 0.85697 0.48 -0.30 -1.12 -0.162
N -3.97651 -1.67102 1.65247 1.00 -1.61 0.22 1.023
O -4.13193 -1.72177 2.84932 -0.29 0.52 -0.40 -0.547
O -3.59748 -2.65710 0.97986 -0.63 1.40 0.70 -0.579
H -5.25335 -0.33948 0.63504 0.15 -0.05 0.05 0.349
H -3.60959 -0.71372 -0.01985 -0.52 0.48 -0.38 -0.033
H -3.78506 0.52074 1.21465 -0.12 -0.51 0.88 -0.040
C 4.09355 3.35554 5.84095 -0.05 0.90 0.52 -0.763
N 2.92999 2.40820 5.71467 1.54 1.02 0.35 0.857
O 3.19245 1.38823 5.13162 -0.49 -0.89 -0.31 -0.471
O 1.88179 2.74577 6.20199 -0.46 -0.29 -0.05 -0.509
H 3.75626 4.24338 6.37581 -0.21 -0.04 -0.34 0.309
H 4.46330 3.59889 4.84487 -0.14 -0.18 0.13 0.291
H 4.89347 2.94686 6.45837 -0.22 -0.57 -0.30 0.292
C 3.99503 -2.30342 5.61821 0.14 0.30 0.71 -0.769
N 4.43087 -3.72148 5.18954 -0.67 0.58 1.65 0.883
O 3.85751 -4.19758 4.22935 0.91 0.13 0.42 -0.496
O 5.21221 -4.29354 5.96384 -0.91 0.64 -1.62 -0.531
H 4.28893 -2.12062 6.65180 0.38 -0.52 -0.13 0.350
H 2.91280 -2.17405 5.62999 0.03 -0.58 -0.66 0.270
H 4.44558 -1.50103 5.03403 0.06 -0.53 -0.45 0.289
C -1.15928 -3.12436 -7.14836 0.19 -0.10 0.99 -0.677
N -0.14782 -2.68981 -6.07355 -1.11 0.62 0.65 0.811
O -0.58158 -1.91961 -5.20376 0.80 -0.90 -1.09 -0.445
O 0.96977 -3.16618 -6.10579 -0.89 0.38 -0.21 -0.472
H -1.03623 -2.51120 -8.04110 0.49 -0.46 0.00 0.298
H -2.17628 -2.96142 -6.79163 0.31 0.16 0.34 0.173
H -0.99004 -4.19998 -7.19857 0.09 0.25 -0.77 0.325